[1]
Molecular formula: C40H29N6Rb
Method: DFT, wB97M-V/def2-TZVPD

Calculated values
- Gap between HOMO and LUMO: 4.8 eV
- Energy above the lowest of the compared OMol25 structures with the same formula, charge and spin: 9.2 kcal/mol
- Total charge: -2

The geometry in XYZ format:
```
76
Properties=species:S:1:pos:R:3:mulliken_charge:R:1
Rb -0.44 -0.26 0.37 0.89
C -3.22 -2.95 2.50 -0.41
C -4.30 -3.00 1.62 -0.37
C -4.70 -1.85 0.98 -0.57
C -4.01 -0.64 1.21 0.47
N -2.95 -0.60 2.03 -0.56
C -2.59 -1.73 2.65 -0.36
N -4.55 0.49 0.65 -0.51
C -3.90 1.54 0.26 -0.24
N -2.57 1.78 0.11 -0.04
C -2.44 3.05 -0.38 -0.18
N -1.40 3.78 -0.64 -0.53
C -0.08 3.36 -0.62 0.35
C 0.86 4.27 -0.13 -0.56
C 2.21 3.98 -0.20 -0.45
C 2.60 2.77 -0.78 -0.59
C 1.61 1.93 -1.22 -0.51
N 0.29 2.18 -1.14 -0.44
C -3.78 3.68 -0.56 0.07
C -4.18 4.92 -1.02 -0.04
C -5.55 5.17 -1.07 -0.56
C -6.47 4.21 -0.68 -0.54
C -6.06 2.96 -0.22 -0.12
C -4.70 2.72 -0.17 0.09
H -2.85 -3.83 3.01 0.43
H -4.82 -3.94 1.43 0.35
H -5.54 -1.83 0.30 0.43
H -1.72 -1.66 3.30 0.52
H 0.50 5.21 0.28 0.41
H 2.95 4.67 0.18 0.44
H 3.64 2.48 -0.86 0.62
H 1.88 0.98 -1.67 0.62
H -3.44 5.65 -1.32 0.52
H -5.90 6.14 -1.42 0.37
H -7.53 4.44 -0.73 0.37
H -6.76 2.20 0.09 0.51
C -2.57 -4.62 -4.31 -0.36
C -1.28 -5.01 -3.95 -0.56
C -0.74 -4.62 -2.74 -0.34
C -1.47 -3.84 -1.84 0.02
C -2.76 -3.46 -2.21 -0.21
C -3.31 -3.84 -3.43 -0.61
C -0.91 -3.42 -0.54 0.71
C 0.31 -3.75 -0.09 -1.80
C 0.74 -3.35 1.23 0.83
C 0.19 -3.93 2.40 -0.23
C 0.61 -3.54 3.66 -0.55
C 1.58 -2.55 3.82 -0.62
C 2.16 -2.00 2.69 -0.34
C 1.77 -2.40 1.42 -0.74
H -3.00 -4.92 -5.26 0.34
H -0.70 -5.61 -4.64 0.35
H 0.27 -4.91 -2.45 0.36
H -3.34 -2.84 -1.52 0.27
H -4.31 -3.53 -3.69 0.38
H -1.64 -2.85 0.06 -0.31
H -0.57 -4.69 2.28 0.48
H 0.16 -4.00 4.53 0.31
H 1.90 -2.25 4.81 0.38
H 2.95 -1.26 2.78 0.50
H 2.28 -2.00 0.55 0.77
C 4.72 0.12 -0.05 -1.18
C 5.78 0.98 -0.02 0.99
C 5.80 2.17 0.81 -0.44
C 6.86 3.03 0.84 -0.53
C 8.02 2.81 0.07 0.23
C 8.04 1.65 -0.75 -0.44
C 6.99 0.78 -0.80 -0.84
C 9.12 3.70 0.11 0.20
N 10.02 4.43 0.14 -0.70
H 4.73 -0.75 -0.69 0.14
H 3.82 0.33 0.51 0.23
H 4.93 2.37 1.44 0.37
H 6.82 3.91 1.48 0.37
H 8.92 1.46 -1.36 0.38
H 7.05 -0.09 -1.44 0.30
```

***

[2]
Molecular formula: C40H30FIPRe
Method: DFT, wB97M-V/def2-TZVPD

Calculated values
- Gap between HOMO and LUMO (spin up / spin down): 4.7 / 4.0 eV
- Total charge: -1
- Multiplicity: 2

The geometry in XYZ format:
```
74
Properties=species:S:1:pos:R:3:lowdin_spin:R:1
Re -0.67 -0.67 0.45 1.52
C -3.66 0.33 0.25 0.02
C -4.51 -0.04 1.25 0.00
C -3.94 0.34 2.49 0.02
C -2.73 0.93 2.26 0.00
C -2.46 0.91 0.84 0.00
H -3.83 0.23 -0.81 0.00
H -5.45 -0.56 1.13 0.00
H -4.41 0.20 3.45 0.00
H -2.08 1.37 3.01 0.00
H -1.99 1.77 0.36 0.00
I 1.32 -1.03 2.66 0.06
C 3.23 -0.75 1.66 0.00
C 4.18 -1.66 2.12 0.00
C 5.49 -1.58 1.69 0.00
C 5.86 -0.54 0.85 0.00
C 4.91 0.38 0.37 0.00
C 5.35 1.43 -0.46 0.00
C 4.48 2.39 -0.92 0.00
C 3.15 2.28 -0.63 0.00
C 2.63 1.21 0.12 -0.01
P 0.81 1.20 0.06 -0.03
C 0.55 2.78 0.97 -0.01
C 0.57 2.66 2.36 0.00
C 0.59 3.77 3.17 0.00
C 0.59 5.04 2.61 0.00
C 0.54 5.17 1.23 0.00
C 0.52 4.05 0.41 0.00
C 0.50 1.54 -1.72 0.01
C 1.26 0.81 -2.63 0.00
C 0.93 0.79 -3.97 0.00
C -0.16 1.51 -4.43 0.00
C -0.93 2.23 -3.54 0.00
C -0.61 2.24 -2.19 0.01
C 3.52 0.27 0.73 0.00
H 3.89 -2.43 2.82 0.00
H 6.21 -2.30 2.03 0.00
H 6.89 -0.42 0.55 0.00
H 6.40 1.47 -0.72 0.00
H 4.85 3.22 -1.52 0.00
H 2.46 3.03 -1.01 0.00
H 0.58 1.68 2.82 0.00
H 0.60 3.65 4.25 0.00
H 0.64 5.92 3.24 0.00
H 0.53 6.15 0.78 0.00
H 0.49 4.19 -0.66 0.00
H 2.10 0.23 -2.27 0.00
H 1.52 0.21 -4.67 0.00
H -0.42 1.50 -5.48 0.00
H -1.79 2.79 -3.89 0.00
H -1.25 2.79 -1.50 0.00
F 0.19 -3.72 -5.06 0.00
C 0.04 -3.05 -3.88 0.00
C -0.90 -2.05 -3.79 0.00
C -1.08 -1.41 -2.57 0.02
C -0.32 -1.73 -1.44 0.02
C 0.62 -2.75 -1.59 0.01
C 0.80 -3.42 -2.80 0.00
H -1.50 -1.78 -4.65 0.00
H -1.84 -0.64 -2.51 0.01
H 1.23 -3.06 -0.75 0.00
H 1.52 -4.22 -2.89 0.00
C -1.85 -2.02 0.98 -0.37
C -2.83 -2.90 1.40 -0.06
C -2.77 -3.51 2.67 -0.07
C -3.77 -4.36 3.09 0.00
C -4.86 -4.62 2.26 -0.08
C -4.94 -4.01 1.02 0.00
C -3.95 -3.17 0.58 -0.07
H -1.93 -3.27 3.31 0.00
H -3.71 -4.83 4.06 0.00
H -5.63 -5.30 2.59 -0.01
H -5.81 -4.18 0.39 0.00
H -3.99 -2.69 -0.38 0.00
```